No. 1
The ion C2H3N4 with charge +1 at a distorted geometry. Source: OMol25; level of theory: ωB97M-V/def2-TZVPD.

The geometry in XYZ format:
```
9
Properties=species:S:1:pos:R:3:forces:R:3
C -0.749 -0.731 0.260 1.736 0.467 -0.109
C 0.609 -0.182 0.366 1.273 -3.766 1.516
N -1.748 0.409 0.647 -0.231 -0.947 -4.400
N -1.669 0.132 -0.541 -1.042 1.510 3.768
N 0.767 1.302 0.347 -1.430 2.593 4.668
N 1.103 0.728 -0.669 2.250 -1.211 -6.702
H -1.077 -1.770 0.335 0.369 0.360 0.441
H 1.409 -0.886 0.971 -1.989 2.115 -1.800
H 1.355 0.998 -1.716 -0.935 -1.121 2.618
```
Forces are in eV/Å.

HOMO energy (spin up / spin down) (eV): -13.538 / -16.885
Energy relative to the best compared isomer or geometry (same formula, charge and spin) (kJ/mol): 225.8
2S+1: 3
⟨S²⟩: 2.017
Kohn-Sham gap (spin up / spin down) (eV): 7.55 / 7.36
Largest force on an atom (eV/A): 7.2
Total charge: +1

Charge distribution, Mulliken scheme, values in e: atom 1 (C): 0.05, atom 2 (C): 0.15, atom 3 (N): 0.01, atom 4 (N): 0.02, atom 5 (N): -0.39, atom 6 (N): 0.00, atom 7 (H): 0.44, atom 8 (H): 0.36, atom 9 (H): 0.37


No. 2
The molecule C3H4OS3 at a distorted geometry. Source: OMol25; level of theory: ωB97M-V/def2-TZVPD.

The geometry in XYZ format:
```
11
Properties=species:S:1:pos:R:3:forces:R:3
C 1.840 -0.013 -0.146 -0.116 0.197 -0.027
C -0.767 -1.153 0.015 -0.445 -0.405 0.649
C -0.764 1.150 0.033 -0.502 1.177 -0.942
H -1.325 -1.995 -0.424 0.323 0.229 0.224
H -0.974 -1.104 1.113 0.101 -0.036 -0.706
H -0.990 1.094 1.097 0.041 0.053 0.112
H -1.299 2.038 -0.437 0.623 -1.150 0.699
O -1.204 -0.002 -0.622 -0.042 0.312 -0.092
S 3.471 -0.009 -0.172 -0.278 -0.050 0.003
S 0.997 -1.543 -0.227 0.288 0.099 -0.047
S 1.014 1.536 -0.230 0.006 -0.426 0.127
```
Forces are in eV/Å.

HOMO energy (eV): -8.828
Energy relative to the best compared isomer or geometry (same formula, charge and spin) (kJ/mol): 70.4
Kohn-Sham gap (eV): 8.51
Largest force on an atom (eV/A): 1.6
SMILES string: S=C1SCOCS1

Charge distribution, Mulliken scheme, values in e: atom 1 (C): 0.13, atom 2 (C): -0.38, atom 3 (C): -0.40, atom 4 (H): 0.28, atom 5 (H): 0.36, atom 6 (H): 0.39, atom 7 (H): 0.26, atom 8 (O): -0.32, atom 9 (S): -0.23, atom 10 (S): -0.05, atom 11 (S): -0.05